95
Properties=species:S:1:pos:R:3 method="wB97M-V/def2-TZVPD" e_homo_ev=-6.92 gap_ev=7.08 lumo_energy_ev=0.16 e_tot_ev=-160336.634
Sn 0.0978 0.8005 0.2789
C -0.7167 3.1958 -2.4424
O -1.3779 2.2996 -1.5563
C -2.4237 1.5692 -2.0448
C -2.8105 1.5855 -3.3776
C -3.9228 0.8493 -3.7760
C -4.6398 0.1036 -2.8533
C -4.2377 0.0816 -1.5228
C -3.1344 0.8053 -1.1106
N -2.6178 0.8267 0.2232
N -3.4624 0.5982 1.1114
C -3.0387 0.6709 2.4337
C -1.8372 1.2894 2.8628
O -0.8571 1.6608 2.1268
C -1.6970 1.5136 4.2901
C -2.5748 1.0229 5.1858
C -3.7344 0.2852 4.7744
C -4.6121 -0.2836 5.7165
C -5.7210 -0.9841 5.3160
C -5.9794 -1.1197 3.9407
C -5.1363 -0.5725 3.0055
C -3.9812 0.1434 3.3967
H -1.4224 3.9276 -2.8398
H -0.2510 2.6477 -3.2640
H 0.0484 3.6894 -1.8499
H -2.2668 2.1754 -4.1000
H -4.2302 0.8776 -4.8140
H -5.5146 -0.4543 -3.1632
H -4.7770 -0.4928 -0.7800
H -0.8155 2.0640 4.5958
H -2.4153 1.1815 6.2475
H -4.3946 -0.1570 6.7715
H -6.3891 -1.4229 6.0456
H -6.8590 -1.6600 3.6118
H -5.3470 -0.6810 1.9509
O 2.7358 4.1401 0.7451
C 2.1837 3.0592 0.8497
O 1.3365 2.5561 0.0168
C 2.5425 2.1738 2.0336
C 3.4111 2.6310 3.0129
C 3.7125 1.7921 4.0699
C 3.1380 0.5299 4.1135
C 2.2831 0.1563 3.0928
N 1.9953 0.9618 2.0704
H 3.8171 3.6273 2.9140
H 4.3838 2.1170 4.8550
H 3.3412 -0.1572 4.9235
H 1.8070 -0.8152 3.0928
C -2.5905 -3.5573 3.8979
C -1.3638 -3.4281 3.0340
C -0.4097 -4.4289 2.9020
C 0.7018 -4.2381 2.0955
C 0.8122 -3.0210 1.4444
Br 2.3445 -2.6565 0.3668
N -0.0733 -2.0599 1.5362
C -1.1373 -2.2621 2.3163
H -2.6327 -4.5346 4.3783
H -3.5018 -3.4214 3.3133
H -2.6042 -2.7918 4.6764
H -0.5319 -5.3663 3.4332
H 1.4591 -4.9993 1.9776
H -1.8517 -1.4444 2.3702
N 1.4181 0.3983 -2.1299
S 2.5811 1.3927 -2.5178
C 3.1089 1.0792 -4.2078
C 4.3628 1.4567 -4.6742
C 4.6814 1.2553 -6.0082
C 3.7520 0.6854 -6.8717
C 2.5010 0.3198 -6.3975
C 2.1721 0.5163 -5.0611
C 4.0853 0.9807 -1.6521
C 4.5475 -0.3302 -1.6215
C 5.6612 -0.6339 -0.8582
C 6.2972 0.3681 -0.1276
C 5.8191 1.6690 -0.1550
C 4.6992 1.9828 -0.9195
H 1.6658 -0.5708 -2.3417
H 5.0897 1.8954 -4.0015
H 5.6595 1.5408 -6.3736
H 4.0068 0.5257 -7.9114
H 1.7745 -0.1175 -7.0714
H 1.1993 0.2428 -4.6666
H 4.0405 -1.1025 -2.1909
H 6.0328 -1.6503 -0.8255
H 7.1610 0.1248 0.4779
H 6.2979 2.4414 0.4325
H 4.2825 2.9836 -0.9036
N -2.9311 -2.8901 -3.2580
C -1.6291 -2.5175 -3.2976
N -1.1675 -2.1859 -4.5270
S -0.6637 -2.4622 -1.9378
H -3.5493 -2.6479 -4.0139
H -3.3363 -2.9419 -2.3392
H -1.7014 -2.3669 -5.3589
H -0.1777 -2.0404 -4.6128

94
Properties=species:S:1:pos:R:3 method="wB97M-V/def2-TZVPD" e_homo_ev=-0.79 gap_ev=4.84 lumo_energy_ev=4.05 e_tot_ev=-93560.455 charge=-2
Ca -0.7487 -0.5870 0.4103
C 5.4402 -3.7212 -0.0393
C 4.4555 -2.6485 0.3387
C 4.1413 -2.3750 1.6715
C 3.1806 -1.4539 2.0180
C 2.4506 -0.7085 1.0628
N 1.4192 0.1367 1.3967
C 1.5252 0.8312 2.5705
C 2.7590 1.3079 3.0741
C 2.8722 2.0090 4.2569
C 1.7598 2.3160 5.0361
C 1.8709 3.1017 6.3144
C 0.5327 1.8975 4.5446
C 0.4079 1.1835 3.3610
N -0.9264 0.8466 2.9695
C -1.8357 0.1360 3.6762
C -3.0659 0.3541 3.1056
C -2.8034 1.2334 2.0378
N -1.5188 1.5509 1.9648
C 2.7958 -0.9875 -0.2742
C 3.7563 -1.9380 -0.6178
N 2.1667 -0.3179 -1.3669
C 2.7832 0.3440 -2.3648
C 1.8319 0.6319 -3.3183
C 0.6428 0.0929 -2.8004
N 0.8554 -0.4762 -1.6232
H 6.1750 -3.8780 0.7527
H 5.9830 -3.4639 -0.9517
H 4.9420 -4.6792 -0.2147
H 4.6323 -2.9350 2.4616
H 2.9201 -1.3305 3.0595
H 3.6537 1.0960 2.5024
H 3.8585 2.3309 4.5801
H 2.8497 2.9646 6.7786
H 1.1163 2.7901 7.0395
H 1.7376 4.1759 6.1508
H -0.3808 2.1253 5.0852
H -1.5113 -0.5103 4.4750
H -3.9996 -0.1254 3.3420
H -3.4799 1.6138 1.2896
H 3.9284 -2.1217 -1.6739
H 3.8405 0.5429 -2.3092
H 1.9646 1.1592 -4.2469
H -0.3492 0.0802 -3.2254
C 1.0995 -7.4940 -1.8502
C 0.7299 -6.5268 -0.7577
C 1.1755 -5.2059 -0.7931
C 0.8356 -4.3157 0.2095
C 0.0374 -4.7292 1.2701
C -0.4074 -6.0378 1.3225
C -0.0604 -6.9278 0.3122
S -0.4349 -3.5135 2.5000
O -1.1532 -4.2656 3.5155
O 0.8106 -2.8856 2.8983
N -1.3139 -2.4667 1.7487
C -2.6776 -2.9243 1.4419
C -3.5476 -1.8537 0.7534
O -4.7657 -1.9119 0.9335
O -2.9311 -1.0023 0.0287
H 1.4288 -6.9661 -2.7456
H 0.2512 -8.1231 -2.1255
H 1.9119 -8.1562 -1.5375
H 1.7804 -4.8646 -1.6262
H 1.2008 -3.2948 0.1704
H -1.0343 -6.3415 2.1510
H -0.4268 -7.9490 0.3509
H -3.1912 -3.2450 2.3487
H -2.6619 -3.7876 0.7565
C -2.0789 3.3044 -3.0724
C -1.0932 3.5815 -2.1307
C -0.8425 2.6464 -1.1411
N -1.5097 1.4969 -1.0562
C -2.4690 1.2431 -1.9451
C -2.7841 2.1179 -2.9802
H -2.2919 4.0074 -3.8693
H -0.5197 4.4989 -2.1610
H -0.0801 2.8081 -0.3863
H -2.9967 0.3029 -1.8265
H -3.5529 1.8379 -3.6894
C -1.5366 -2.4998 -2.9900
C -2.4685 -1.8049 -3.7049
C -3.8458 -1.5925 -3.3000
C -4.7128 -0.8482 -4.0400
C -4.3389 -0.2328 -5.2669
C -3.0026 -0.4335 -5.6980
C -2.1193 -1.1703 -4.9693
C -5.2434 0.5290 -6.0310
N -5.9872 1.1635 -6.6584
H -0.5307 -2.5588 -3.3906
H -1.7392 -2.9920 -2.0464
H -4.1780 -2.0030 -2.3535
H -5.7238 -0.7095 -3.6713
H -2.6762 0.0141 -6.6317
H -1.1075 -1.3058 -5.3419

88
Properties=species:S:1:pos:R:3 method="wB97M-V/def2-TZVPD" e_homo_ev=-5.10 gap_ev=5.30 lumo_energy_ev=0.21 e_tot_ev=-120798.734
Cd -1.1523 0.2616 -0.2934
C -4.1829 -1.0826 -0.9248
N -3.3358 -1.1293 0.2552
C -4.0639 -0.6473 1.4100
C -3.1138 -0.3100 2.5186
C -3.4495 -0.4549 3.8575
C -2.5288 -0.0724 4.8200
C -1.3012 0.4331 4.4138
C -1.0576 0.5404 3.0547
N -1.9467 0.1810 2.1334
C -2.7558 -2.4394 0.4984
C -1.7818 -2.9128 -0.5606
C -1.1970 -4.1667 -0.4202
C -0.2670 -4.5750 -1.3566
C 0.0456 -3.7250 -2.4076
C -0.6038 -2.5060 -2.4731
N -1.5062 -2.1074 -1.5783
C -4.3117 0.2954 -1.5162
C -5.5276 0.7023 -2.0535
C -5.6118 1.9192 -2.7065
C -4.4731 2.6990 -2.7978
C -3.3128 2.2274 -2.2087
N -3.2207 1.0625 -1.5693
H -5.1875 -1.4829 -0.7189
H -3.7252 -1.7066 -1.6893
H -4.8248 -1.3561 1.7752
H -4.5925 0.2658 1.1166
H -4.4138 -0.8597 4.1363
H -2.7635 -0.1733 5.8717
H -0.5508 0.7370 5.1298
H -0.1235 0.9359 2.6783
H -3.5403 -3.2044 0.6369
H -2.2005 -2.3807 1.4386
H -1.4591 -4.8021 0.4171
H 0.2115 -5.5421 -1.2708
H 0.7866 -3.9939 -3.1472
H -0.3971 -1.8063 -3.2746
H -6.3923 0.0568 -1.9705
H -6.5468 2.2457 -3.1432
H -4.4742 3.6500 -3.3120
H -2.4056 2.8086 -2.2591
C 0.5533 -0.8461 -0.9096
Ge 2.3479 -0.4766 -0.3411
C 3.1366 1.3132 0.0284
C 3.8091 1.5967 1.2184
C 4.3426 2.8573 1.4641
C 4.2210 3.8610 0.5149
C 3.5605 3.5967 -0.6776
C 3.0203 2.3388 -0.9092
C 3.3779 -1.2427 -1.8467
C 4.2554 -0.5088 -2.6423
C 4.7478 -1.0205 -3.8379
C 4.3730 -2.2882 -4.2566
C 3.5075 -3.0415 -3.4727
C 3.0124 -2.5209 -2.2855
C 2.7996 -1.5393 1.2722
C 2.3008 -1.1930 2.5279
C 2.5852 -1.9409 3.6624
C 3.3849 -3.0709 3.5603
C 3.8915 -3.4373 2.3221
C 3.6039 -2.6764 1.1947
H 0.5650 -0.6201 -1.9901
H 3.9289 0.8213 1.9656
H 4.8582 3.0516 2.3973
H 4.6475 4.8398 0.6983
H 3.4736 4.3730 -1.4270
H 2.5098 2.1389 -1.8480
H 4.5545 0.4859 -2.3286
H 5.4174 -0.4269 -4.4490
H 4.7551 -2.6912 -5.1867
H 3.2067 -4.0304 -3.7987
H 2.3074 -3.0958 -1.6952
H 1.6852 -0.3081 2.6208
H 2.1854 -1.6458 4.6263
H 3.6215 -3.6541 4.4418
H 4.5125 -4.3208 2.2341
H 4.0150 -2.9712 0.2361
I 0.3216 6.1214 -2.2300
C -0.4363 5.0803 -0.5863
C -1.0000 5.7533 0.4832
C -1.4732 5.0034 1.5481
C -1.3604 3.6241 1.4936
N -0.8407 2.9778 0.4527
C -0.3803 3.6938 -0.5685
H -1.0672 6.8327 0.4855
H -1.9326 5.4824 2.4020
H -1.6942 3.0070 2.3207
H 0.0441 3.1327 -1.3944